Record 1
{
  "formula": "C31H54BN9O4S",
  "method": "ωB97M-V/def2-TZVPD",
  "orbital_gap_ha": 0.30539,
  "homo_ev": -8.37,
  "elements": ["O", "C", "O", "N", "C", "B", "O", "O", "N", "C", "S", "H", "H", "H", "H", "H", "C", "C", "C", "C", "N", "H", "H", "H", "H", "H", "H", "H", "C", "C", "C", "C", "N", "H", "H", "H", "H", "H", "H", "H", "C", "C", "C", "C", "N", "H", "H", "H", "H", "H", "H", "H", "C", "C", "C", "C", "N", "H", "H", "H", "H", "H", "H", "H", "C", "C", "C", "C", "N", "H", "H", "H", "H", "H", "H", "H", "C", "C", "C", "C", "N", "H", "H", "H", "H", "H", "H", "H", "C", "C", "C", "C", "N", "H", "H", "H", "H", "H", "H", "H"],
  "positions_angstrom": [[-3.84551, -2.94909, 2.10042], [-3.61814, -2.88821, 0.90594], [-2.28396, -2.87216, 0.52384], [-4.61390, -2.88882, -0.12845], [-5.81509, -3.69251, 0.21191], [-6.98064, -2.88128, 0.99285], [-8.01011, -2.18540, 0.36094], [-6.92559, -2.84848, 2.41366], [-4.94202, -1.60314, -0.62108], [-4.44458, -0.64140, 0.00001], [-4.17356, 0.61599, 0.98361], [-1.83215, -3.29240, 1.27658], [-5.53025, -4.60819, 0.78979], [-6.27267, -4.04546, -0.76399], [-7.86162, -2.14588, -0.60061], [-6.41262, -2.07927, 2.71211], [-3.23889, -2.52242, -4.70690], [-4.37648, -2.70769, -5.70239], [-5.71906, -2.18351, -5.18513], [-6.11045, -2.90823, -3.94894], [-6.41493, -3.47252, -2.98740], [-3.41699, -3.08102, -3.78362], [-2.30565, -2.88248, -5.12694], [-3.11128, -1.46888, -4.45160], [-4.46440, -3.77027, -5.94516], [-4.12488, -2.18581, -6.62963], [-6.49669, -2.32643, -5.93804], [-5.65420, -1.11587, -4.96399], [-0.39167, -0.65128, 2.38256], [0.70998, 0.35961, 2.68186], [0.21193, 1.56850, 3.47745], [-0.83740, 2.29114, 2.70954], [-1.65182, 2.85304, 2.11011], [-1.17781, -0.21855, 1.76003], [0.01674, -1.50681, 1.84086], [-0.84807, -1.01936, 3.30566], [1.15003, 0.69509, 1.73849], [1.50314, -0.13378, 3.24954], [1.03697, 2.25066, 3.67630], [-0.20291, 1.25193, 4.43519], [5.08372, 2.21335, 3.07027], [4.40004, 2.92138, 4.23544], [4.89636, 2.43785, 5.60019], [4.62690, 0.98431, 5.76196], [4.43367, -0.14925, 5.88348], [4.87748, 1.14075, 3.07560], [4.72109, 2.60922, 2.11970], [6.16734, 2.35513, 3.10536], [3.32247, 2.76849, 4.16181], [4.57910, 3.99677, 4.15400], [4.39059, 2.98219, 6.39914], [5.97047, 2.61252, 5.69830], [2.23928, 5.11276, 8.17456], [0.76315, 4.86780, 7.87998], [0.39779, 3.38057, 7.85836], [1.17002, 2.67809, 6.80070], [1.77170, 2.13134, 5.97787], [2.87999, 4.68271, 7.40153], [2.44755, 6.18323, 8.20916], [2.52437, 4.68033, 9.13725], [0.51174, 5.32310, 6.91841], [0.15949, 5.36923, 8.64011], [-0.66792, 3.25655, 7.65745], [0.61634, 2.91702, 8.82267], [7.94417, 2.97340, 8.40655], [9.19198, 3.33757, 7.61018], [9.50286, 4.83593, 7.64774], [8.37299, 5.60504, 7.06213], [7.48936, 6.19587, 6.60685], [7.05268, 3.45351, 7.99684], [7.77571, 1.89536, 8.37600], [8.04481, 3.27152, 9.45331], [9.06078, 3.01431, 6.57390], [10.04582, 2.78672, 8.01193], [10.40839, 5.04877, 7.07688], [9.66462, 5.16930, 8.67494], [0.81449, -4.36603, -7.37249], [0.56046, -3.44987, -8.56445], [0.61611, -1.96374, -8.19641], [-0.42250, -1.64817, -7.18071], [-1.22720, -1.40430, -6.38369], [0.05071, -4.24371, -6.60161], [0.79452, -5.41097, -7.68590], [1.79083, -4.16462, -6.92403], [-0.41712, -3.68769, -8.99397], [1.30763, -3.65176, -9.33588], [0.44191, -1.34889, -9.08170], [1.59671, -1.70389, -7.79228], [-3.27464, -1.98441, -12.29763], [-3.99151, -1.32267, -11.12569], [-3.52379, -1.85054, -9.76652], [-3.79378, -3.31288, -9.67488], [-4.00688, -4.44806, -9.61934], [-3.47215, -3.05766, -12.33498], [-3.61704, -1.55823, -13.24216], [-2.19343, -1.83590, -12.23057], [-5.06796, -1.48060, -11.23188], [-3.81956, -0.24414, -11.16520], [-4.05150, -1.33981, -8.95932], [-2.45402, -1.67361, -9.63466]],
  "atomic_forces_ev_per_a": [[-0.39, -0.25, -1.33], [0.97, -0.14, 1.89], [-1.66, -0.36, -0.74], [1.11, -1.07, 0.39], [-1.55, -0.61, -0.91], [-0.05, 0.66, 1.18], [1.32, -0.72, 0.08], [-0.18, 0.47, -1.36], [1.46, 1.75, 1.12], [-1.46, 0.89, 0.86], [0.04, -1.94, -1.93], [-0.08, 0.56, -0.08], [0.07, 0.98, -0.47], [0.90, 0.35, 0.94], [-0.16, -0.17, 0.38], [-0.21, -0.45, 0.06], [-0.23, -0.23, 0.37], [0.37, -0.14, 0.06], [0.05, -0.44, 0.31], [-0.31, 0.00, 0.32], [0.20, 0.50, -0.97], [-0.17, 0.05, -0.02], [-0.10, 0.02, 0.08], [0.08, -0.07, -0.02], [-0.12, 0.08, -0.07], [-0.10, 0.01, 0.02], [-0.07, 0.00, 0.14], [-0.03, -0.06, 0.10], [-0.01, -0.02, -0.01], [0.00, -0.32, -0.11], [-0.37, 0.11, -0.74], [-0.30, 0.33, -0.03], [0.72, -0.51, 0.53], [0.01, 0.00, 0.05], [-0.01, 0.03, 0.03], [-0.01, 0.01, -0.05], [0.02, 0.07, 0.09], [0.00, 0.16, 0.05], [-0.16, 0.04, 0.03], [-0.01, 0.08, -0.05], [0.01, 0.02, -0.04], [0.05, 0.06, -0.38], [-0.31, -0.49, -0.17], [0.08, -0.37, 0.29], [0.19, 1.01, -0.16], [0.04, 0.03, 0.06], [0.05, 0.00, 0.04], [-0.04, -0.03, -0.03], [0.07, 0.02, 0.15], [0.01, -0.03, 0.13], [0.03, -0.14, 0.03], [-0.02, -0.08, 0.02], [0.00, 0.05, 0.03], [0.22, 0.24, 0.02], [0.28, 0.01, -0.47], [0.10, -0.43, -0.15], [-0.55, 0.63, 0.98], [-0.04, -0.02, 0.03], [0.01, -0.06, 0.02], [0.02, 0.02, -0.05], [-0.09, -0.08, 0.05], [-0.07, -0.11, -0.05], [0.07, -0.12, -0.04], [0.04, -0.06, -0.09], [-0.02, -0.10, 0.00], [-0.17, -0.25, 0.10], [-0.46, 0.06, -0.36], [-0.16, 0.42, -0.10], [0.75, -0.61, 0.39], [0.05, 0.05, 0.04], [0.01, 0.05, 0.04], [-0.03, -0.01, -0.05], [0.10, 0.08, 0.02], [0.04, 0.11, -0.06], [-0.08, 0.11, 0.01], [-0.06, 0.05, -0.06], [0.00, -0.05, 0.00], [0.02, -0.30, 0.05], [-0.50, -0.17, 0.26], [-0.26, 0.38, 0.40], [1.11, 0.03, -1.29], [0.04, 0.05, -0.02], [0.03, 0.05, 0.02], [-0.05, -0.02, 0.00], [0.05, 0.09, -0.03], [-0.05, 0.13, -0.01], [-0.01, 0.08, 0.11], [-0.08, 0.04, 0.05], [-0.02, 0.01, -0.05], [0.03, 0.04, -0.31], [-0.34, -0.56, -0.21], [0.08, -0.28, 0.28], [0.19, 1.02, -0.07], [0.04, 0.03, 0.06], [0.06, 0.00, 0.04], [-0.04, -0.02, -0.02], [0.04, 0.04, 0.11], [-0.03, -0.04, 0.12], [0.07, -0.12, 0.05], [-0.03, -0.10, 0.06]]
}

Record 2
{
  "formula": "C31H54ClIN3O12P",
  "method": "ωB97M-V/def2-TZVPD",
  "orbital_gap_ha": 0.28248,
  "homo_ev": -9.09,
  "elements": ["C", "C", "N", "C", "C", "C", "C", "C", "C", "N", "C", "I", "C", "C", "C", "P", "O", "O", "O", "C", "O", "C", "C", "C", "O", "C", "N", "C", "Cl", "C", "O", "H", "H", "H", "H", "H", "H", "H", "H", "H", "H", "H", "H", "H", "H", "H", "H", "H", "H", "H", "H", "H", "H", "H", "H", "H", "H", "C", "O", "C", "C", "O", "C", "C", "O", "C", "H", "H", "H", "H", "H", "H", "H", "H", "H", "H", "H", "H", "H", "H", "C", "O", "C", "C", "O", "C", "C", "O", "C", "H", "H", "H", "H", "H", "H", "H", "H", "H", "H", "H", "H", "H", "H"],
  "positions_angstrom": [[3.34180, 7.22086, 2.82552], [3.33785, 7.12046, 1.30499], [3.00201, 5.78027, 0.81754], [3.89315, 4.75037, 1.25048], [3.36626, 3.82893, 2.18929], [1.91836, 3.96037, 2.56168], [0.95435, 3.41311, 1.48610], [-0.11658, 2.43861, 2.01397], [0.21002, 0.96637, 1.76494], [-1.00578, 0.17141, 1.54125], [4.21410, 2.83835, 2.70044], [3.35596, 1.42499, 4.02564], [5.57348, 2.75900, 2.32864], [6.07532, 3.68117, 1.39493], [5.23537, 4.66772, 0.81372], [5.86645, 5.78904, -0.49959], [6.60188, 6.93226, 0.00753], [4.61315, 6.24023, -1.40879], [6.67056, 4.83180, -1.52181], [7.52315, 3.57866, 1.04358], [8.14618, 4.51410, 0.64302], [8.22128, 2.27622, 1.19132], [9.46049, 2.07579, 0.39975], [9.28172, 1.43864, -1.01207], [10.16909, 0.35234, -1.18568], [7.86194, 1.06953, -1.43299], [7.33428, -0.18785, -0.92682], [7.70812, 1.43105, 2.07724], [8.48258, -0.05379, 2.48680], [6.50738, 1.73788, 2.88762], [6.34720, 1.17381, 3.92916], [3.67134, 8.22348, 3.07891], [2.35124, 7.04860, 3.23018], [4.07081, 6.54582, 3.26448], [4.31324, 7.47576, 0.96723], [2.60765, 7.83217, 0.93158], [2.87836, 5.77018, -0.18045], [1.71720, 3.54330, 3.53802], [1.73389, 5.02141, 2.63874], [1.48963, 2.96690, 0.65340], [0.42130, 4.26593, 1.07638], [-1.07491, 2.67219, 1.55820], [-0.25251, 2.60306, 3.07903], [0.90368, 0.87094, 0.92474], [0.70915, 0.56753, 2.64025], [-1.41372, 0.40517, 0.64289], [-0.73339, -0.80077, 1.44328], [4.54923, 5.73055, -2.22268], [6.07395, 4.39474, -2.14031], [9.94255, 3.03681, 0.26862], [10.14171, 1.48604, 1.00724], [9.60791, 2.19595, -1.71892], [10.19900, -0.16091, -0.37381], [7.16728, 1.87510, -1.20106], [7.88350, 0.99972, -2.52169], [6.66930, -0.06631, -0.18228], [8.05781, -0.83521, -0.66031], [-0.46033, -4.78895, 1.11845], [-1.70950, -4.48798, 0.53386], [-2.13431, -5.35559, -0.49997], [-3.49893, -5.97679, -0.26848], [-3.63706, -6.82869, 0.85334], [-3.55792, -6.30615, 2.16747], [-4.67158, -5.37370, 2.60643], [-4.74180, -4.17598, 1.86118], [-5.98620, -3.89905, 1.25372], [0.33531, -4.20015, 0.65009], [-0.50808, -4.51932, 2.17515], [-0.21975, -5.85265, 1.04669], [-1.39179, -6.14066, -0.67825], [-2.20361, -4.76440, -1.42218], [-3.67808, -6.62785, -1.12908], [-4.28486, -5.21975, -0.29222], [-2.57809, -5.86394, 2.35850], [-3.62572, -7.18470, 2.81480], [-4.47828, -5.11113, 3.65400], [-5.62662, -5.90912, 2.57409], [-6.54238, -4.81098, 1.02295], [-5.79752, -3.37422, 0.31646], [-6.59586, -3.25325, 1.89354], [-10.11172, -0.49058, -3.05876], [-8.86388, -0.94064, -3.54256], [-7.81014, -0.96914, -2.60009], [-7.13285, -2.31985, -2.46067], [-7.92415, -3.39612, -1.98901], [-9.00640, -3.88057, -2.76463], [-8.66883, -4.54171, -4.08855], [-8.05584, -3.68069, -5.02711], [-6.81584, -4.11441, -5.54203], [-10.24192, 0.57794, -3.25636], [-10.89596, -1.03379, -3.58905], [-10.22685, -0.68009, -1.98830], [-8.15547, -0.62300, -1.62009], [-7.04315, -0.26062, -2.93791], [-6.36464, -2.18820, -1.69285], [-6.60136, -2.59049, -3.37472], [-9.77312, -3.11408, -2.89140], [-9.45883, -4.65945, -2.14480], [-9.61322, -4.89544, -4.51995], [-8.04361, -5.42208, -3.90454], [-6.27842, -4.74958, -4.83235], [-6.20432, -3.23314, -5.74240], [-6.95282, -4.65915, -6.48147]],
  "atomic_forces_ev_per_a": [[0.14, 0.08, -0.44], [0.26, 0.29, 0.39], [-0.16, -0.17, 0.24], [0.34, -0.10, 0.03], [0.61, -0.11, -0.08], [0.14, 0.25, -0.30], [-0.63, 0.12, 0.39], [0.39, -0.06, -0.21], [-0.37, -0.08, -0.09], [0.20, -0.12, 0.02], [0.09, -0.15, 0.13], [0.17, 0.14, -0.18], [-0.71, 0.62, -0.21], [-0.69, -0.06, -0.07], [-0.18, -0.35, 0.18], [0.52, -0.09, 0.39], [0.02, 0.20, 0.03], [-0.07, -0.37, -0.05], [-0.36, 0.08, -0.03], [-0.45, -0.57, 0.12], [0.47, 1.18, -0.41], [-0.35, -0.11, -0.11], [0.20, -0.15, 0.11], [-0.02, 0.46, 0.43], [0.06, -0.16, -0.15], [-0.04, -0.46, -0.33], [-0.19, 0.21, -0.05], [0.44, -0.34, -0.06], [0.02, -0.07, -0.06], [0.09, 0.32, -0.39], [-0.30, -0.28, 0.77], [-0.09, 0.18, 0.16], [-0.08, -0.07, 0.23], [-0.04, -0.23, 0.14], [0.15, -0.06, -0.22], [-0.21, -0.10, -0.26], [0.10, 0.12, -0.09], [0.03, -0.28, 0.08], [-0.09, 0.20, 0.11], [0.19, -0.14, -0.09], [0.09, 0.18, -0.17], [-0.13, -0.05, -0.20], [-0.12, 0.02, 0.19], [0.18, 0.12, -0.07], [0.13, -0.19, 0.07], [-0.06, 0.19, 0.02], [-0.14, -0.09, 0.16], [-0.19, 0.21, -0.12], [0.25, -0.23, -0.04], [-0.02, 0.22, 0.03], [0.13, -0.25, -0.11], [0.11, 0.05, -0.19], [-0.01, -0.05, 0.08], [-0.03, 0.17, 0.12], [0.05, 0.07, -0.14], [0.10, -0.06, 0.24], [0.03, -0.11, 0.04], [-0.07, 0.18, 0.01], [-0.12, -0.17, 0.15], [0.15, 0.14, -0.12], [-0.20, 0.08, -0.07], [-0.02, -0.18, -0.03], [0.24, 0.03, 0.09], [-0.11, 0.05, 0.09], [0.09, -0.13, -0.20], [0.05, 0.11, 0.04], [0.07, -0.11, -0.02], [0.00, 0.03, -0.02], [0.01, -0.01, -0.02], [-0.01, -0.04, 0.12], [-0.03, -0.11, -0.08], [0.00, -0.02, 0.01], [0.12, 0.13, 0.15], [-0.07, 0.20, -0.10], [-0.02, -0.02, -0.01], [-0.02, -0.11, 0.04], [-0.01, 0.02, -0.09], [-0.01, -0.01, 0.00], [0.01, 0.02, 0.02], [-0.07, -0.06, 0.00], [0.04, 0.01, -0.16], [-0.05, -0.25, 0.11], [-0.01, 0.25, -0.05], [0.16, -0.07, -0.10], [0.06, -0.05, 0.14], [-0.22, 0.13, 0.04], [0.00, -0.13, -0.10], [0.11, 0.12, 0.21], [-0.08, 0.05, -0.08], [-0.01, 0.02, 0.10], [0.02, 0.02, -0.02], [0.00, 0.01, 0.02], [-0.08, -0.09, 0.01], [0.08, -0.02, 0.11], [-0.01, 0.00, 0.01], [-0.19, 0.04, -0.14], [0.12, 0.09, -0.18], [0.03, -0.02, 0.01], [-0.02, -0.09, 0.08], [0.07, 0.04, 0.00], [0.00, -0.02, 0.01], [-0.04, 0.01, -0.03], [0.04, -0.07, 0.03]]
}

Number 1: E_tot -66134.3441 eV. Number 2: E_tot -91972.1466 eV.